# 1
Computed, not measured: a structure of composition C9H36AsF6O9 at a distorted geometry, with ωB97M-V with the def2-TZVPD basis set.

XYZ file:
```
61
Properties=species:S:1:pos:R:3:lowdin_spin:R:1
As 24.494 2.220 10.379 0.19
F 22.805 2.544 9.814 0.11
F 24.692 3.953 10.750 0.12
F 26.220 1.981 10.858 0.11
F 24.270 0.471 9.982 0.11
F 24.978 2.466 8.643 0.10
F 23.965 1.833 12.069 0.12
C 26.213 -1.174 13.120 0.01
O 27.106 -2.298 13.151 0.00
H 26.288 -0.648 14.071 0.00
H 26.372 -0.427 12.342 0.00
H 25.183 -1.517 13.020 0.00
H 27.976 -1.907 13.261 0.00
C 21.512 5.505 11.613 0.00
O 21.700 4.940 10.303 0.01
H 21.641 6.580 11.736 0.00
H 20.514 5.408 12.042 0.00
H 22.222 5.080 12.322 0.00
H 22.109 4.080 10.424 0.00
C 19.950 2.124 7.553 0.00
O 19.882 1.195 6.520 0.00
H 20.977 2.213 7.909 0.00
H 19.789 3.140 7.193 0.00
H 19.240 1.903 8.350 0.00
H 19.174 1.396 5.904 0.00
C 21.235 1.250 12.322 0.01
O 19.962 1.328 12.962 0.00
H 22.028 1.113 13.058 0.00
H 21.384 0.472 11.574 0.00
H 21.507 2.225 11.920 0.00
H 19.936 2.192 13.379 0.00
C 23.195 2.873 15.253 0.00
O 24.420 2.780 14.535 0.01
H 23.272 3.535 16.115 0.00
H 22.413 3.169 14.553 0.00
H 22.979 1.948 15.787 0.00
H 24.278 2.201 13.782 0.01
C 28.876 4.205 10.578 0.00
O 28.659 2.807 10.332 0.01
H 29.387 4.427 11.515 0.00
H 29.519 4.523 9.757 0.00
H 28.006 4.845 10.430 0.00
H 27.857 2.528 10.780 0.01
C 24.884 -2.788 9.243 0.00
O 25.127 -1.659 8.394 0.01
H 23.883 -2.829 9.672 0.00
H 25.022 -3.716 8.688 0.00
H 25.506 -2.779 10.138 0.00
H 24.943 -0.925 8.983 0.01
C 25.571 5.747 7.905 0.00
O 24.792 4.743 7.278 0.01
H 26.143 6.349 7.198 0.00
H 25.043 6.424 8.578 0.00
H 26.274 5.236 8.561 0.00
H 24.942 3.889 7.691 0.00
C 25.011 6.767 12.105 0.00
O 26.036 7.363 12.876 0.00
H 25.447 6.283 11.230 0.00
H 24.472 6.007 12.670 0.00
H 24.298 7.525 11.782 0.00
H 25.611 7.628 13.695 0.00
```

Summary:
Frontier orbital gap (alpha / beta) (eV): 3.02 / 8.81
Net charge: -2
E_HOMO (alpha / beta) (eV): 1.60 / -4.21
Maximum force (hartree/bohr): 0.049
Spin multiplicity: 2
E (eV): -105487.522



# 2
Computed, not measured: the molecule C16H22O3, with ωB97M-V with the def2-TZVPD basis set.

XYZ file:
```
41
Properties=species:S:1:pos:R:3:lowdin_charge:R:1
C -3.578 -1.483 -1.219 -0.11
C -3.092 -1.923 0.157 -0.26
C -1.763 -2.679 0.105 -0.21
C -0.567 -1.766 -0.156 -0.20
C 0.725 -2.575 -0.264 -0.15
C 1.996 -1.721 -0.284 -0.20
C 2.121 -0.894 0.990 -0.46
O 1.929 -1.261 2.111 0.14
O 2.520 0.353 0.698 0.05
C 2.685 0.559 -0.701 -0.24
C 2.013 1.880 -1.133 -0.12
O 0.647 1.772 -1.433 -0.05
C -0.306 1.822 -0.444 -0.26
C -0.060 1.923 0.918 -0.02
C -1.125 1.950 1.804 -0.07
C -2.429 1.887 1.350 -0.10
C -2.673 1.799 -0.011 -0.10
C -1.622 1.767 -0.903 -0.02
H -1.791 1.703 -1.967 0.12
H -3.687 1.754 -0.379 0.11
H -3.250 1.905 2.050 0.10
H -0.922 2.017 2.862 0.11
H 0.944 1.961 1.306 0.11
H 2.474 2.200 -2.072 0.14
H 2.202 2.641 -0.368 0.14
C 2.113 -0.685 -1.400 -0.06
H 2.760 -1.012 -2.211 0.13
H 1.134 -0.446 -1.813 0.11
H 3.764 0.666 -0.878 0.16
H 2.861 -2.396 -0.296 0.16
H 0.697 -3.198 -1.161 0.12
H 0.795 -3.235 0.604 0.12
H -0.739 -1.203 -1.075 0.10
H -0.483 -1.050 0.664 0.12
H -1.814 -3.444 -0.674 0.11
H -1.607 -3.188 1.059 0.11
H -2.981 -1.048 0.801 0.09
H -3.847 -2.573 0.603 0.10
H -4.547 -0.995 -1.138 0.07
H -2.883 -0.781 -1.671 0.05
H -3.682 -2.342 -1.879 0.07
```

Summary:
Frontier orbital gap (eV): 9.43
Net charge: 0
E_HOMO (eV): -8.64
SMILES string: CCCCC[C@H]1C[C@@H](COc2ccccc2)OC1=O
Maximum force (hartree/bohr): 0.015
Relative energy (zero: lowest compared OMol25 entry of this formula, charge and spin) (eV): 0.166
E (eV): -23092.034



# 3
Computed, not measured: a structure of composition C35H48BCdN10S4 at a distorted geometry, with ωB97M-V with the def2-TZVPD basis set.

XYZ file:
```
99
Properties=species:S:1:pos:R:3:lowdin_charge:R:1
Cd -0.983 -1.412 -3.620 1.12
C 0.130 4.567 -0.890 -0.06
C 0.812 3.376 -0.319 -0.25
C 1.859 3.476 0.551 0.08
C 2.461 2.301 1.072 -0.20
N 1.947 1.134 0.819 0.19
N 0.910 1.021 -0.001 -0.02
B 0.369 -0.363 -0.219 -0.93
N -1.142 -0.419 0.020 -0.01
N -1.429 0.430 1.000 0.18
C -2.621 0.503 1.514 -0.19
C -3.676 -0.279 0.996 0.09
C -3.394 -1.208 0.034 -0.26
C -4.422 -2.145 -0.493 -0.08
C -2.046 -1.320 -0.431 -0.65
S -1.603 -2.641 -1.391 0.61
C -2.728 1.385 2.736 -0.54
C -4.168 1.529 3.224 -0.05
C -1.882 0.705 3.823 -0.03
C -2.140 2.761 2.413 -0.03
N 1.021 -1.438 0.664 0.01
N 0.912 -1.761 1.911 0.21
C 1.453 -2.896 2.305 -0.18
C 2.132 -3.730 1.385 0.11
C 2.238 -3.379 0.049 -0.20
C 2.886 -4.187 -1.012 -0.01
C 1.627 -2.160 -0.279 -0.48
S 1.341 -1.241 -1.711 0.89
C 1.226 -3.206 3.770 -0.54
C -0.292 -3.313 3.980 -0.03
C 1.895 -4.502 4.219 -0.05
C 1.761 -2.031 4.601 -0.04
C 0.368 2.065 -0.690 -0.65
S -0.737 1.751 -1.907 0.74
C 3.720 2.282 1.914 -0.55
C 4.818 1.631 1.057 -0.03
C 4.170 3.675 2.350 -0.05
C 3.470 1.424 3.160 -0.04
H 0.525 5.478 -0.450 0.08
H -0.941 4.504 -0.711 0.08
H 0.264 4.598 -1.971 0.08
H 2.226 4.448 0.841 0.12
H -4.679 -0.184 1.378 0.12
H -5.421 -1.861 -0.169 0.09
H -4.210 -3.151 -0.132 0.09
H -4.382 -2.190 -1.584 0.07
H -4.575 0.570 3.538 0.09
H -4.805 1.955 2.452 0.09
H -4.193 2.194 4.083 0.09
H -2.260 -0.295 4.028 0.08
H -1.924 1.283 4.741 0.09
H -0.850 0.627 3.492 0.07
H -2.719 3.250 1.632 0.09
H -1.115 2.656 2.070 0.07
H -2.154 3.387 3.301 0.09
H 2.559 -4.663 1.713 0.12
H 3.294 -5.115 -0.625 0.09
H 3.679 -3.604 -1.479 0.10
H 2.155 -4.402 -1.793 0.09
H -0.699 -4.171 3.449 0.09
H -0.788 -2.417 3.616 0.06
H -0.512 -3.427 5.037 0.09
H 1.493 -5.363 3.689 0.09
H 1.708 -4.647 5.281 0.09
H 2.971 -4.463 4.073 0.09
H 1.299 -1.101 4.281 0.07
H 2.839 -1.942 4.490 0.09
H 1.538 -2.187 5.654 0.09
H 5.004 2.220 0.161 0.09
H 4.517 0.629 0.757 0.08
H 5.741 1.567 1.628 0.09
H 4.418 4.302 1.496 0.09
H 5.062 3.575 2.963 0.09
H 3.404 4.169 2.946 0.09
H 3.136 0.431 2.873 0.06
H 2.705 1.882 3.784 0.09
H 4.385 1.341 3.741 0.09
C -0.806 1.014 -7.378 -0.02
C -1.090 0.447 -6.022 -0.27
N -0.381 -0.495 -5.496 -0.12
N 0.680 -1.007 -6.103 -0.04
C 1.153 -2.161 -5.693 -0.93
N 2.361 -2.516 -6.161 0.08
S 0.345 -3.288 -4.667 0.45
C -2.184 0.979 -5.214 -0.25
C -2.782 2.207 -5.518 0.00
C -3.781 2.699 -4.703 -0.03
C -4.182 1.947 -3.608 -0.04
C -3.554 0.734 -3.382 -0.17
N -2.589 0.261 -4.153 0.00
H -0.107 0.356 -7.888 0.07
H -0.348 1.999 -7.286 0.09
H -1.716 1.101 -7.970 0.09
H 2.817 -1.924 -6.835 0.10
H 2.684 -3.459 -6.036 0.08
H -2.450 2.774 -6.371 0.11
H -4.233 3.656 -4.914 0.12
H -4.955 2.293 -2.943 0.11
H -3.838 0.116 -2.538 0.10
```

Summary:
Frontier orbital gap (eV): 7.18
Net charge: +1
E_HOMO (eV): -10.04
Maximum force (hartree/bohr): 0.031
Relative energy (zero: lowest compared OMol25 entry of this formula, charge and spin) (eV): 0.585
E (eV): -100555.444



# 4
Computed, not measured: the molecule C7H15N3S at a distorted geometry, with ωB97M-V with the def2-TZVPD basis set.

XYZ file:
```
26
Properties=species:S:1:pos:R:3:lowdin_charge:R:1
C 1.633 -2.199 -1.539 -0.05
C 1.406 0.197 -0.882 -0.91
C 0.138 0.863 1.134 -0.17
C -0.911 0.257 2.187 -0.18
C -3.222 0.736 1.284 -0.16
C -1.706 -1.305 0.620 -0.23
C -0.921 -0.613 -0.351 -0.21
H 2.616 -2.547 -1.774 0.07
H 0.810 -2.591 -2.220 0.10
H 1.526 -2.377 -0.441 0.10
H 2.418 -0.416 -2.396 0.08
H 1.260 1.183 1.441 0.13
H -0.312 1.869 0.779 0.12
H -0.676 -0.590 2.996 0.15
H -1.097 1.032 2.926 0.09
H -3.102 1.661 0.671 0.07
H -4.141 0.186 0.726 0.12
H -3.716 0.981 2.324 0.11
H -1.087 -2.019 1.220 0.12
H -2.573 -1.956 0.117 0.16
H -1.707 0.273 -0.584 0.16
H -0.925 -1.316 -1.277 0.13
N 1.808 -0.739 -1.696 -0.08
N 0.460 -0.169 0.085 -0.10
N -2.217 -0.266 1.622 -0.24
S 1.990 1.701 -1.206 0.63
```

Summary:
Frontier orbital gap (eV): 8.85
Net charge: 0
E_HOMO (eV): -8.14
SMILES string: CNC(=S)N1CCN(C)CC1
Maximum force (hartree/bohr): 0.097
Relative energy (zero: lowest compared OMol25 entry of this formula, charge and spin) (eV): 2.692
E (eV): -22804.515



net charge of number 1 (C9H36AsF6O9)?
-2